(1)
This record from the Open Molecules 2025 dataset describes a structure of composition C5H6N4 in a non-equilibrium geometry. The level of theory is the ωB97M-V functional and the def2-TZVPD basis.

```
15
Properties=species:S:1:pos:R:3:forces:R:3:lowdin_charge:R:1
C 1.457176 -0.151090 0.112372 3.45 -3.04 2.88 -0.54
C 0.060466 -0.031245 -0.032808 -0.23 1.86 0.62 -0.25
C -0.759047 -1.041046 -0.329181 0.59 -4.92 -2.90 -0.14
C -2.434083 0.025283 0.103331 -6.76 5.15 4.40 -0.24
C -0.464101 1.205202 0.336452 -3.07 0.17 0.46 -0.05
H 1.556043 1.388017 -1.052465 0.59 0.20 -0.80 0.06
H 3.083329 0.261903 -0.938134 -3.32 3.45 1.76 0.23
H 1.132746 -1.908964 0.951260 3.38 2.93 0.37 0.13
H -0.479627 -1.936088 -0.928079 1.36 0.48 1.02 0.14
H -3.604155 0.160546 0.471432 2.80 -0.49 -1.50 0.15
H 0.140904 2.102770 0.596583 -0.56 -0.83 -0.19 0.14
N 2.174671 0.916611 -0.414534 4.01 -3.58 -1.47 0.07
N 2.031190 -1.099889 0.896205 -4.69 -0.37 -3.02 0.09
N -2.070544 -1.156083 -0.206524 0.67 1.29 -0.27 0.12
N -1.824966 1.264066 0.434093 1.78 -2.30 -1.35 0.09
```
Forces are in eV/Å.

2S+1: 1
HOMO level, eV: -9.5245
LUMO energy, eV: -0.1



(2)
This record from the Open Molecules 2025 dataset describes the molecule C5H6N4 in a non-equilibrium geometry. The level of theory is the ωB97M-V functional and the def2-TZVPD basis.

```
15
Properties=species:S:1:pos:R:3:forces:R:3:lowdin_spin:R:1
C 2.203976 -0.643178 0.181676 4.00 -3.92 -1.98 0.46
C 0.222269 0.237741 0.230769 -4.39 -0.58 -2.84 0.07
C 0.948168 -0.781952 -0.395494 -3.31 -0.56 0.33 0.10
C -1.198026 0.093929 -0.236199 2.61 0.64 1.90 0.13
C -2.380429 0.989015 0.025855 0.99 0.25 1.60 0.01
N 0.989519 1.097179 0.863642 -1.37 3.07 1.54 0.54
N -1.241723 -1.030624 -0.894028 -1.76 -0.94 -1.39 0.16
N 2.173600 0.462394 0.919988 3.64 1.45 2.44 0.29
N -0.013753 -1.565014 -0.981085 1.42 0.19 -0.26 0.20
H 3.174910 -1.184558 0.002410 -1.39 0.68 0.17 0.03
H -2.383767 1.187798 1.133970 -0.11 -0.18 -0.90 0.00
H -2.083464 1.952273 -0.399494 -0.63 0.02 -0.20 0.00
H -3.391815 0.645423 -0.234836 0.73 -0.05 -0.37 0.00
H 2.949804 0.814487 1.493167 -1.00 -0.25 -0.63 0.01
H 0.030733 -2.274919 -1.710348 0.56 0.19 0.60 0.00
```
Forces are in eV/Å.

2S+1: 3
HOMO level (spin up / spin down), eV: -4.5056 / -9.1255
LUMO energy (spin up / spin down), eV: 1.0 / -1.9



(3)
This record from the Open Molecules 2025 dataset describes a cluster of 2 separate species, C5H6N4O2 in total in a non-equilibrium geometry. The level of theory is the ωB97M-V functional and the def2-TZVPD basis.

```
17
Properties=species:S:1:pos:R:3:forces:R:3:lowdin_spin:R:1
C -1.893998 2.137750 -0.049603 1.84 -2.63 -1.21 0.04
C -2.389475 1.238650 -1.005736 -0.25 2.35 1.69 0.40
C -0.656687 1.566674 0.286911 -1.90 5.81 2.41 0.42
C 3.074776 -0.132405 1.893463 0.96 -1.07 -0.89 0.00
C 0.402394 -1.891173 -0.299062 0.87 0.77 0.87 0.03
N -1.558107 0.166616 -1.150055 -0.71 -3.67 -2.29 0.34
N -0.535978 0.394089 -0.337274 0.32 -3.52 -2.49 0.46
N 3.816717 -0.862285 1.349745 -1.30 1.55 1.16 0.00
N 0.398709 -0.499051 -0.065029 1.84 -0.18 1.27 0.17
O 1.377692 -2.525972 0.037671 -0.45 0.38 -0.36 0.06
O -0.648132 -2.389682 -0.843297 -1.86 -1.49 -0.87 0.02
H -2.249589 3.088368 0.132886 -0.65 1.60 0.74 -0.01
H -3.319127 1.403971 -1.498740 -0.26 -0.54 -0.64 0.02
H -0.063431 1.775376 1.097455 1.40 0.60 1.68 0.04
H 4.498443 -1.432524 0.921470 0.32 -0.46 -0.30 0.00
H -1.468656 -1.849721 -0.999928 1.17 0.68 0.16 0.00
H 1.214449 -0.188679 0.529120 -1.33 -0.18 -0.93 0.01
```
Forces are in eV/Å.

2S+1: 3
HOMO level (spin up / spin down), eV: -4.7827 / -9.1487
LUMO energy (spin up / spin down), eV: 0.9 / -2.6



(4)
This record from the Open Molecules 2025 dataset describes the molecule C5H6N4O3 in a non-equilibrium geometry. The level of theory is the ωB97M-V functional and the def2-TZVPD basis.

```
18
Properties=species:S:1:pos:R:3:forces:R:3:lowdin_charge:R:1
C -1.128988 -0.772373 -1.146085 -1.15 0.80 4.53 -0.34
C -1.452567 -1.594270 0.109649 0.16 0.21 0.09 -0.02
C 0.617152 0.284710 0.051288 -0.70 -0.98 -0.89 -0.37
C -3.078118 -0.305291 -0.260291 1.14 1.28 -0.94 -0.30
C -0.203339 0.945058 0.880117 1.15 -1.26 -1.83 0.09
N -2.248898 0.164413 -1.074678 -0.44 1.06 -2.28 0.21
N -2.596877 -1.293360 0.590014 -0.53 -1.53 1.12 0.17
N 1.928717 -0.125372 0.327493 -1.47 -0.21 -1.08 0.14
N -4.356863 0.458206 -0.102715 1.40 -1.65 1.21 -0.35
O -5.294040 0.058640 -0.727884 -0.78 0.24 -0.45 0.13
O 0.144013 -0.336091 -1.145897 2.30 1.43 1.18 0.01
O -4.287138 1.335048 0.720908 -0.43 0.53 -0.06 0.12
H -1.218335 -1.300433 -1.997033 -0.77 -2.02 -3.11 0.13
H -0.689462 -2.166078 0.642590 -0.54 -0.33 -0.20 0.14
H -1.244445 0.910282 0.860082 -1.23 0.23 -0.55 0.04
H 0.196906 1.563889 1.582501 1.22 1.21 2.18 0.04
H 2.233307 0.277603 1.145418 0.65 0.90 2.41 0.06
H 2.687887 -0.070952 -0.309339 0.01 0.08 -1.33 0.09
```
Forces are in eV/Å.

SMILES: C=C(N)O[C@H]1C=NC([N+](=O)[O-])=N1
2S+1: 1
HOMO level, eV: -9.0519
LUMO energy, eV: -0.5



(5)
This record from the Open Molecules 2025 dataset describes the molecule C5H6N4S in a non-equilibrium geometry. The level of theory is the ωB97M-V functional and the def2-TZVPD basis.

```
16
Properties=species:S:1:pos:R:3:forces:R:3:lowdin_charge:R:1
C 0.718562 -0.568426 -1.428004 -0.30 0.92 1.55 0.04
C 0.576170 1.720665 1.106148 -0.30 0.60 0.78 -0.68
C -0.168959 3.128003 2.855546 0.86 0.35 -0.13 -0.50
C -0.857418 -2.423953 -1.313394 0.01 0.00 -0.04 -0.09
C 0.362082 -1.831208 -2.028910 -0.11 -0.66 -0.41 -0.22
N 0.849983 0.162290 -0.522553 -0.57 -1.17 -2.03 0.04
N 1.291043 1.088384 0.170626 1.93 0.93 0.41 0.00
N -1.035370 2.262987 2.490086 -0.98 0.66 1.11 -0.09
N -0.633663 1.468249 1.513158 0.37 -1.18 -1.33 -0.03
S 1.339763 3.055225 1.978502 -0.77 -0.59 -0.17 0.99
H -0.333160 3.846663 3.631146 -0.10 0.19 0.24 0.06
H -0.613665 -2.662252 -0.282006 -0.01 -0.01 0.08 0.08
H -1.174870 -3.331740 -1.820007 -0.01 -0.06 -0.02 0.07
H -1.681619 -1.715184 -1.315575 -0.06 0.01 0.00 0.08
H 0.144136 -1.689203 -3.090313 0.09 -0.05 0.07 0.11
H 1.216985 -2.510501 -1.944449 -0.06 0.05 -0.11 0.12
```
Forces are in eV/Å.

2S+1: 1
HOMO level, eV: -8.0151
LUMO energy, eV: 0.3



(6)
This record from the Open Molecules 2025 dataset describes a cluster of 2 separate species, C5H6NO in total in a non-equilibrium geometry. The level of theory is the ωB97M-V functional and the def2-TZVPD basis.

```
13
Properties=species:S:1:pos:R:3:forces:R:3:lowdin_charge:R:1
C -2.559061 1.115394 -0.227793 0.30 -1.58 -2.59 0.01
C -2.391032 0.460095 -1.232964 -0.19 1.82 2.85 0.03
C 1.376550 -2.334271 0.946226 0.60 -0.41 3.78 0.07
C 1.130524 -1.474779 -0.132653 -0.93 1.59 -0.56 -0.03
C 1.120073 1.004748 0.257998 -2.04 0.04 -0.53 -0.01
N 1.221092 -0.391467 0.505191 0.63 0.46 0.79 0.09
O 1.567887 -2.591441 2.029986 -0.09 -1.01 -1.53 0.37
H -2.875718 1.808507 0.465687 -0.36 0.81 1.40 0.01
H -2.164565 0.073366 -2.151754 0.28 -1.06 -1.64 0.00
H 0.723171 -1.794949 -1.057264 0.07 -0.08 -1.18 0.14
H 1.326973 1.159043 -0.792099 0.54 0.79 -0.08 0.11
H 1.483247 1.668707 1.050284 1.00 -0.63 -0.42 0.11
H 0.040861 1.297041 0.339159 0.19 -0.74 -0.28 0.10
```
Forces are in eV/Å.

2S+1: 1
HOMO level, eV: -14.1152
LUMO energy, eV: -6.4
Charge: +1



(7)
This record from the Open Molecules 2025 dataset describes the ion C5H6NO3 with charge -1 in a non-equilibrium geometry. The level of theory is the ωB97M-V functional and the def2-TZVPD basis.

```
15
Properties=species:S:1:pos:R:3:forces:R:3:lowdin_charge:R:1
C -1.290261 -1.338746 -0.742433 -0.80 -0.86 2.55 -0.35
C 1.676354 -0.301372 0.004276 0.39 1.27 -0.97 -0.72
C -1.134964 -1.024132 0.781709 0.23 -1.67 0.37 -0.20
C 0.399459 0.461634 -0.011012 -3.32 1.38 -0.75 -0.24
C 0.501493 1.935429 -0.255594 -4.94 -0.18 2.37 -0.02
N -0.798930 -0.604978 -1.567500 2.48 2.33 -0.72 0.12
O 2.630786 0.383620 -0.426118 0.63 -0.65 0.10 -0.04
O 1.577191 -1.428185 0.447142 0.73 -2.26 0.83 0.00
O -0.536254 0.250868 0.980493 -0.25 -1.33 -1.65 -0.07
H -1.874379 -2.275508 -0.942101 0.10 0.58 0.00 0.09
H -2.169222 -1.027696 1.180787 0.67 0.05 0.46 0.10
H -0.429618 -1.823602 1.166890 -1.15 0.79 -0.07 0.12
H 1.426664 2.068174 -0.583254 3.71 1.31 -1.85 0.00
H 0.390253 2.343011 0.796051 0.32 -0.05 -1.04 0.11
H -0.368565 2.381484 -0.829338 1.20 -0.70 0.37 0.10
```
Forces are in eV/Å.

2S+1: 1
HOMO level (spin up / spin down), eV: -4.0540 / -4.0551
LUMO energy (spin up / spin down), eV: 4.0 / 4.0
Charge: -1



(8)
This record from the Open Molecules 2025 dataset describes the ion C5H6NO5S with charge -1 in a non-equilibrium geometry. The level of theory is the ωB97M-V functional and the def2-TZVPD basis.

```
18
Properties=species:S:1:pos:R:3:forces:R:3:lowdin_charge:R:1
C 0.641382 0.179522 -1.168884 0.91 -2.64 1.82 -0.27
C -0.078348 -0.761508 -0.515600 0.00 0.87 0.02 -0.25
C 1.436480 -2.498656 0.166126 0.09 0.52 -0.02 -0.34
C -1.881414 1.157795 0.872020 -0.65 3.76 -1.49 -0.13
C -1.583432 -0.708004 -0.490218 -0.46 -0.25 -0.91 -0.20
N 0.452271 -1.847389 0.185924 -1.39 0.97 0.08 0.19
O 1.629518 1.945739 0.881085 0.26 -0.32 -0.25 -0.50
O 2.347363 -3.196129 0.254210 1.81 -1.56 0.14 0.15
O 3.690586 0.604395 0.815215 -0.36 0.02 -0.19 -0.49
O 1.936540 0.304892 -1.219052 1.01 -0.37 0.26 -0.29
O -2.201521 0.531183 -0.307749 -0.75 0.34 -1.66 -0.23
S 2.794630 1.507697 0.103231 -0.02 0.32 0.26 0.76
H 0.108764 0.817681 -1.741508 -2.05 2.44 -1.71 0.09
H -2.481985 2.189293 0.771067 1.15 -2.23 0.96 0.13
H -0.842413 1.410360 0.803974 0.82 0.31 0.72 0.05
H -2.089524 0.571627 1.727507 -0.51 -0.56 1.21 0.07
H -1.955255 -1.233862 0.418101 0.30 -1.14 -1.09 0.12
H -1.923638 -0.974640 -1.555455 -0.17 -0.49 1.87 0.15
```
Forces are in eV/Å.

2S+1: 1
HOMO level, eV: -4.1065
LUMO energy, eV: 3.5
Charge: -1



(9)
This record from the Open Molecules 2025 dataset describes the molecule C5H6NOP in a non-equilibrium geometry. The level of theory is the ωB97M-V functional and the def2-TZVPD basis.

```
14
Properties=species:S:1:pos:R:3:forces:R:3:lowdin_charge:R:1
C 0.240223 -0.663630 -0.222191 -1.26 -0.32 1.13 -0.19
C -0.615623 0.354284 0.171638 1.58 1.12 -0.15 -0.33
C 1.435456 0.012106 0.123742 -2.20 3.53 0.92 -0.37
C 0.421127 1.288386 0.595779 1.87 -1.63 -0.75 -0.49
C 0.088041 -2.019590 -0.711853 -2.28 -0.64 1.64 -0.02
N -1.893418 0.701367 0.132629 0.03 3.83 -0.12 0.15
O 2.600071 -0.100086 0.072255 1.97 -0.61 -0.12 0.12
P 0.546321 2.814766 1.221257 -3.20 0.12 0.27 0.84
H 0.727015 -2.064947 -1.532593 0.64 -0.79 -1.86 0.07
H -1.016908 -2.141596 -0.881884 1.16 -0.44 -0.54 0.10
H 0.393475 -2.788748 0.030748 -0.10 0.50 -0.39 0.10
H -2.557136 0.035406 0.035184 -2.52 -2.21 -0.67 0.05
H -2.201218 1.725219 -0.047159 1.09 -2.63 0.78 0.17
H 1.832574 2.847063 1.012448 3.21 0.17 -0.15 -0.20
```
Forces are in eV/Å.

SMILES: [H]/P=c1/c(N)c(C)c1=O
2S+1: 1
HOMO level, eV: -8.3763
LUMO energy, eV: 0.0



(10)
This record from the Open Molecules 2025 dataset describes a cluster of 2 separate species, C5H6NP in total in a non-equilibrium geometry. The level of theory is the ωB97M-V functional and the def2-TZVPD basis.

```
13
Properties=species:S:1:pos:R:3:forces:R:3:lowdin_charge:R:1
C -0.418741 1.741149 -0.037158 0.25 -0.19 -0.01 -0.11
C 0.893478 1.299456 -0.033323 0.10 0.79 0.53 -0.06
C -1.230899 0.592727 -0.039054 -4.83 -0.21 0.70 -0.17
C -0.528903 -0.622040 0.026240 1.33 0.63 -1.09 -0.50
C 0.893863 -0.188814 -0.008038 1.11 0.10 1.58 -0.16
N -0.885983 -1.834169 -0.019135 -2.86 0.34 0.17 0.13
P -3.728116 0.008923 0.059312 3.55 0.11 -0.33 0.62
H -0.809405 2.762884 -0.048375 0.37 -0.44 -0.15 0.10
H 1.837651 1.861507 -0.171459 -0.93 -0.15 0.29 0.11
H 1.424755 -0.408268 -0.884378 0.58 -1.19 -1.56 0.11
H 1.393769 -0.743550 0.819557 0.15 0.90 -0.31 0.14
H -0.110687 -2.409655 -0.106592 1.84 -1.51 0.02 0.03
H -3.107595 -1.306919 -0.164546 -0.65 0.83 0.17 -0.25
```
Forces are in eV/Å.

2S+1: 1
HOMO level (spin up / spin down), eV: -7.7957 / -8.7769
LUMO energy (spin up / spin down), eV: -1.0 / -0.7



(11)
This record from the Open Molecules 2025 dataset describes a structure of composition C5H6NaO2 in a non-equilibrium geometry. The level of theory is the ωB97M-V functional and the def2-TZVPD basis.

```
14
Properties=species:S:1:pos:R:3:forces:R:3:lowdin_charge:R:1
C -2.140412 0.149594 -0.083542 3.63 2.05 1.22 0.03
C -0.917685 0.382808 -0.084295 -4.04 1.13 1.67 -0.20
C 0.310382 1.098682 0.296810 0.12 0.46 -0.53 -0.29
C 1.071600 0.473749 1.488327 4.31 1.21 -2.34 -0.30
O 2.332482 1.114049 1.581124 -2.69 -1.10 0.69 -0.44
Na 4.370225 2.303829 2.123165 -0.72 -0.41 -0.17 -0.09
H -3.198550 0.219899 0.111188 0.39 -0.76 -0.62 0.03
H 0.041276 2.146008 0.522561 0.01 -0.32 -0.03 0.10
H 0.958535 1.161828 -0.615335 -0.01 -0.14 0.79 0.10
H 1.237738 -0.585219 1.154451 -0.33 -0.04 1.06 0.05
C -1.308130 -1.508659 -1.688122 -2.48 -2.43 -1.00 -0.03
O -0.896436 -2.763776 -1.506495 1.97 0.62 -0.58 -0.07
H -1.059645 -1.244966 -2.737486 0.71 -0.27 -0.26 0.01
H -0.801380 -2.947827 -0.562350 -0.87 0.00 0.11 0.09
```
Forces are in eV/Å.

2S+1: 1
HOMO level (spin up / spin down), eV: -0.7717 / -2.9581
LUMO energy (spin up / spin down), eV: 2.3 / 2.6
Charge: -1



(12)
This record from the Open Molecules 2025 dataset describes the molecule C5H6O. The level of theory is the ωB97M-V functional and the def2-TZVPD basis.

```
12
Properties=species:S:1:pos:R:3:forces:R:3:lowdin_charge:R:1
O -1.381561 1.339290 -0.111090 0.18 0.07 -0.20 0.00
C -1.105804 0.127651 0.503840 -0.16 -0.18 0.26 -0.34
C -0.846117 -1.112107 -0.284894 -0.14 -0.08 -0.17 -0.05
C 0.283951 -0.463218 0.500141 0.23 -0.18 0.26 -0.24
C 1.382497 0.249105 -0.105591 0.26 0.33 -0.29 -0.11
C 2.312284 0.887249 -0.535108 -0.32 -0.34 0.30 0.12
H -0.624638 1.588499 -0.658692 -0.03 0.05 0.06 0.09
H -1.665857 0.032169 1.427979 0.06 0.02 -0.10 0.15
H -0.847670 -1.022439 -1.365878 0.10 0.06 0.12 0.12
H -1.221395 -2.057868 0.098332 0.10 0.17 -0.10 0.10
H 0.575016 -1.001877 1.398005 -0.03 0.14 -0.06 0.14
H 3.194781 1.408928 -0.836326 -0.25 -0.06 -0.08 0.03
```
Forces are in eV/Å.

SMILES: C#C[C@@H]1C[C@@H]1O
2S+1: 1
HOMO level, eV: -9.5559
LUMO energy, eV: 1.0